The following is a DFT calculation (the ωB97M-V functional and the def2-TZVPD basis) of a 16-piece molecular cluster, C82H115B6F24N12O6 overall.

Each line ends with the Mulliken charge.
CARTESIAN COORDINATES (ANGSTROEM)
1 C 20.2023 14.4574 25.7065  -1.484
2 C 20.1427 13.4114 24.6212  -0.200
3 C 21.5241 13.3284 23.8240  -0.094
4 N 21.5218 12.3028 22.6280  0.727
5 C 20.1508 12.3074 21.9159  -1.291
6 C 21.8178 10.9042 23.1548  -0.561
7 C 23.3335 10.7246 23.0558  -0.301
8 C 23.6544 11.4112 21.6684  -0.848
9 C 22.7663 12.6437 21.7257  0.346
10 H 21.0489 14.3330 26.3818  0.255
11 H 19.4112 14.3859 26.4530  0.529
12 H 20.2541 15.4648 25.2935  0.312
13 H 19.3184 13.6539 23.9505  0.230
14 H 19.9479 12.4133 25.0135  0.420
15 H 22.4336 13.1460 24.3964  0.495
16 H 21.6033 14.3087 23.3541  -0.450
17 H 19.3933 12.0382 22.6519  0.383
18 H 20.0585 11.6923 21.0208  0.352
19 H 20.0261 13.3832 21.7925  0.479
20 H 21.3268 10.2769 22.4107  0.457
21 H 21.3875 10.8270 24.1533  0.260
22 H 23.6259 9.6755 23.1014  0.556
23 H 23.8962 11.2949 23.7949  -0.068
24 H 23.5227 10.6648 20.8849  0.359
25 H 24.6843 11.7476 21.5486  0.352
26 H 22.3543 12.9100 20.7524  0.137
27 H 23.3550 13.4360 22.1882  -0.341
28 C 27.0072 25.4025 28.1636  -1.289
29 C 27.6347 24.4689 29.1922  -0.237
30 C 28.8938 23.8066 28.7220  -0.765
31 N 29.6544 23.0606 29.8239  0.428
32 C 28.6635 21.9734 30.3510  -1.252
33 C 30.3341 23.8605 30.9347  -0.538
34 C 31.7126 23.2022 31.2431  -0.756
35 C 31.8346 22.0974 30.1882  -0.648
36 C 30.8316 22.4837 29.0541  -0.550
37 H 26.2337 26.0801 28.5250  0.386
38 H 26.4463 24.8428 27.4151  -0.029
39 H 27.7508 26.0520 27.7018  0.382
40 H 26.8391 23.7673 29.4431  0.320
41 H 27.8862 25.0229 30.0966  0.308
42 H 29.6481 24.5105 28.3702  0.468
43 H 28.7076 23.0447 27.9651  0.435
44 H 27.8657 22.4801 30.8941  0.406
45 H 29.1130 21.2099 30.9859  0.472
46 H 28.2867 21.5472 29.4212  0.272
47 H 29.6398 23.9727 31.7674  0.419
48 H 30.5600 24.7984 30.4274  0.335
49 H 31.6998 22.8837 32.2854  0.341
50 H 32.4974 23.9482 31.1174  0.316
51 H 31.5977 21.1555 30.6829  0.228
52 H 32.8308 21.8875 29.7987  0.564
53 H 30.4425 21.6701 28.4420  0.253
54 H 31.2594 23.2649 28.4257  0.470
55 C 13.9075 19.0123 22.0115  -0.848
56 N 13.7570 20.3960 21.4940  0.234
57 C 12.9258 21.2410 22.0681  -0.385
58 C 12.7255 22.5509 21.6617  -0.727
59 C 13.5387 23.0927 20.5805  0.689
60 C 14.3729 22.1246 19.9183  -0.839
61 C 14.5363 20.8219 20.4595  -0.183
62 C 13.4531 24.4827 20.1231  0.852
63 C 14.6393 25.1470 19.7490  -0.414
64 C 14.5133 26.4472 19.3128  -0.501
65 N 13.3307 27.0671 19.1528  0.043
66 C 12.1332 26.4032 19.3926  -0.330
67 C 12.2259 25.1421 20.0624  -0.764
68 C 13.3409 28.2728 18.2496  -0.944
69 H 14.8875 18.6629 21.6866  0.155
70 H 13.0724 18.4592 21.5817  0.362
71 H 13.7896 19.0530 23.0943  0.439
72 H 12.2635 20.7802 22.7860  0.485
73 H 11.9248 23.1675 22.0425  0.487
74 H 14.8366 22.3844 18.9782  0.462
75 H 15.0823 20.0498 19.9378  0.691
76 H 15.6194 24.7001 19.8277  0.522
77 H 15.3640 27.0707 19.0805  0.481
78 H 11.2976 27.0558 19.1868  0.377
79 H 11.2844 24.6880 20.3343  0.406
80 H 13.8846 29.0265 18.8192  0.401
81 H 12.3373 28.6966 18.2150  0.325
82 H 13.9181 28.0140 17.3620  0.358
83 C 33.0180 15.6055 22.4736  -1.022
84 N 31.8088 16.3512 22.4613  0.114
85 C 31.0558 16.5891 23.5681  -0.463
86 C 29.7365 17.1021 23.3952  -0.856
87 C 29.2811 17.4594 22.1811  -0.060
88 C 30.1333 17.3156 21.0714  -0.494
89 C 31.3982 16.7319 21.2228  -0.699
90 C 27.9400 18.2209 22.0394  1.449
91 C 27.5669 19.3123 22.8341  -0.267
92 C 26.3781 19.9736 22.5296  -0.981
93 N 25.5824 19.6083 21.5351  0.255
94 C 25.9341 18.6459 20.7053  -0.972
95 C 27.1126 17.8992 20.9760  -0.672
96 C 24.3670 20.3923 21.3079  0.028
97 H 32.9733 14.6385 21.9726  0.376
98 H 33.4140 15.4834 23.4817  0.313
99 H 33.8533 16.1653 22.0528  0.423
100 H 31.4955 16.2215 24.4835  0.451
101 H 29.0664 17.1309 24.2416  0.923
102 H 29.8000 17.6612 20.1040  0.619
103 H 32.0967 16.5778 20.4135  0.483
104 H 28.1961 19.5349 23.6832  0.756
105 H 25.9657 20.7601 23.1443  0.509
106 H 25.2064 18.5059 19.9196  0.740
107 H 27.4715 17.1479 20.2881  0.500
108 H 24.5906 21.4030 20.9664  0.344
109 H 23.7909 20.3769 22.2331  -0.008
110 H 23.8097 19.8758 20.5264  -0.093
111 C 26.3954 18.9986 27.8487  0.444
112 N 25.2107 19.0078 26.9175  1.320
113 C 25.3353 18.5277 25.6848  -0.861
114 C 24.2148 18.4257 24.8423  -0.220
115 C 23.0290 19.0224 25.2091  1.243
116 C 22.9639 19.5595 26.5179  -0.944
117 C 24.0437 19.4974 27.3774  -0.835
118 C 21.9612 19.1534 24.1752  0.394
119 C 21.5967 18.0185 23.3878  -1.011
120 C 20.5966 18.1077 22.4062  -0.707
121 N 19.8257 19.2116 22.3126  0.530
122 C 20.0624 20.2211 23.1803  -0.654
123 C 21.1113 20.2449 24.0836  -0.712
124 C 18.6236 19.1951 21.4200  -0.768
125 H 26.1732 18.2373 28.5964  -0.631
126 H 26.3716 20.0281 28.2062  0.412
127 H 27.2537 18.7650 27.2186  -0.359
128 H 26.3115 18.1623 25.4023  0.375
129 H 24.2880 18.0739 23.8238  -0.164
130 H 22.0258 19.9803 26.8483  0.633
131 H 24.0221 19.9237 28.3695  0.834
132 H 22.0993 17.0678 23.4875  0.946
133 H 20.2690 17.2193 21.8868  0.557
134 H 19.3493 21.0307 23.1316  0.449
135 H 21.2040 21.1607 24.6484  0.767
136 H 18.3516 20.2115 21.1350  0.420
137 H 17.7845 18.6437 21.8443  0.245
138 H 18.8073 18.5627 20.5515  -0.016
139 C 20.1014 16.8060 30.7070  -1.029
140 N 21.3733 16.3218 30.1596  0.238
141 C 21.6109 16.1317 28.8223  -0.560
142 C 22.8178 15.6881 28.3696  -0.955
143 C 23.8236 15.3547 29.3516  0.137
144 C 23.5735 15.4781 30.6923  -0.617
145 C 22.3455 16.0353 31.0786  -0.299
146 C 25.2622 15.1610 28.8810  1.042
147 C 25.4253 14.2301 27.8415  -0.358
148 C 26.7652 13.9780 27.4181  -0.841
149 N 27.7863 14.7282 28.0087  0.183
150 C 27.5601 15.6524 28.9999  -0.679
151 C 26.3123 15.8501 29.4784  -0.520
152 C 29.1869 14.6017 27.5703  -1.005
153 H 19.5254 16.0038 31.1683  0.327
154 H 19.5605 17.3218 29.9136  0.324
155 H 20.3333 17.5162 31.5007  0.466
156 H 20.8100 16.5433 28.2260  0.470
157 H 22.9517 15.8062 27.3045  1.030
158 H 24.3758 15.3546 31.4046  0.565
159 H 22.0813 16.2174 32.1098  0.500
160 H 24.6128 13.8092 27.2679  0.594
161 H 27.0840 13.3199 26.6233  0.564
162 H 28.4001 16.2552 29.3118  0.563
163 H 26.2759 16.6283 30.2265  0.477
164 H 29.5679 13.5810 27.6035  0.419
165 H 29.9776 15.0814 28.1471  0.320
166 H 29.1140 14.9258 26.5321  0.287
167 C 20.1309 16.3267 18.8311  -0.620
168 N 21.1618 16.3202 17.7543  0.546
169 C 22.1706 17.2488 17.8224  -0.765
170 C 23.2060 17.3236 16.7891  -1.033
171 C 23.1121 16.4390 15.6928  1.053
172 C 22.0439 15.5689 15.6804  -0.865
173 C 21.0426 15.5207 16.6830  -0.441
174 C 24.1043 16.3562 14.6052  0.644
175 C 23.7626 16.1013 13.2903  -0.637
176 C 24.7961 15.9859 12.3089  -0.260
177 N 26.0905 16.0219 12.6273  0.009
178 C 26.4145 16.2967 13.8941  -0.146
179 C 25.4935 16.5226 14.9110  -0.822
180 C 26.9706 15.9454 11.5063  -0.874
181 H 20.7539 16.5109 19.7063  0.029
182 H 19.5454 15.4109 18.9121  0.377
183 H 19.3867 17.1059 18.6666  0.004
184 H 22.1404 17.8505 18.7187  1.043
185 H 23.9936 18.0539 16.9023  0.586
186 H 22.1316 14.8458 14.8830  0.543
187 H 20.1463 14.9315 16.5571  0.539
188 H 22.7601 15.9188 12.9325  0.518
189 H 24.5055 15.8082 11.2840  0.458
190 H 27.4722 16.3678 14.1003  0.366
191 H 25.8503 16.4764 15.9293  0.485
192 H 27.9755 15.9184 11.9277  0.275
193 H 26.8178 16.9267 11.0570  0.427
194 H 26.7883 15.0917 10.8535  0.330
195 B 16.8812 21.4934 23.3857  0.281
196 F 15.5991 21.8649 23.7470  -0.386
197 F 17.0079 21.8830 22.0882  -0.197
198 F 17.7653 22.2236 24.1093  -0.299
199 F 17.0646 20.1232 23.4922  -0.303
200 B 30.1922 18.2577 27.8687  0.104
201 F 30.5247 17.3913 28.9324  -0.439
202 F 29.4007 17.6326 26.9263  -0.026
203 F 29.4214 19.3304 28.2427  -0.143
204 F 31.3861 18.6856 27.3602  -0.370
205 B 25.7146 19.2567 31.2538  0.067
206 F 26.9323 19.1084 30.6907  -0.147
207 F 25.0969 20.3379 30.7309  -0.301
208 F 24.9435 18.1018 31.1437  -0.075
209 F 25.9400 19.4805 32.5606  -0.298
210 B 23.3022 16.2190 20.8752  -0.614
211 F 23.5166 15.7167 19.5655  -0.281
212 F 22.1991 15.5714 21.4808  0.051
213 F 24.4782 16.0418 21.5932  -0.113
214 F 23.0194 17.5834 20.7719  0.193
215 B 21.0433 20.5346 29.2674  0.028
216 F 20.1706 20.7507 28.2318  -0.355
217 F 21.5428 19.2804 29.0192  0.050
218 F 22.1024 21.4738 29.2684  -0.377
219 F 20.4144 20.5415 30.5150  -0.377
220 B 17.2640 15.7675 21.6821  0.265
221 F 17.3394 14.4167 21.3928  -0.362
222 F 15.9716 16.0458 22.2161  -0.347
223 F 18.2712 16.1335 22.5826  -0.095
224 F 17.4210 16.5263 20.5180  -0.283
225 C 26.9452 14.3045 22.7367  -0.812
226 C 26.1398 14.6566 23.9974  0.143
227 O 26.4471 15.7155 24.6004  0.015
228 O 25.3762 13.7315 24.3760  -0.600
229 H 27.8830 14.8567 22.6781  -0.020
230 H 26.3812 14.5393 21.8340  0.005
231 H 27.0645 13.2212 22.7139  0.467
232 C 24.1829 23.0698 26.3151  0.410
233 C 24.7628 22.2399 25.1721  0.754
234 O 25.9217 21.7895 25.3551  -0.719
235 O 23.9940 21.8720 24.2817  -0.645
236 H 24.9471 23.7081 26.7586  -0.668
237 H 23.8953 22.4038 27.1286  -0.098
238 H 23.2749 23.5987 26.0252  0.355
239 C 17.1378 21.0672 17.7167  -0.456
240 C 17.3996 19.5618 17.7487  0.535
241 O 18.5656 19.2081 17.4019  -0.766
242 O 16.4639 18.8458 17.9433  -0.668
243 H 17.7873 21.5770 17.0052  0.421
244 H 17.4304 21.3472 18.7287  -0.029
245 H 16.0866 21.2719 17.5134  0.151

Atoms 1-2, force components in eV/Å:
0.5 0.1 0.9
1.3 -1.0 -0.6

LUMO level, eV: -7.5
Molar mass, Da: 1885.72
E_HOMO, eV: -11.01
Orbital gap, eV: 3.471
Max |F|, eV Å⁻¹: 4.10
Net charge: +3
Calculated total energy, eV: -186353.2921